Entry 1:
Molecular formula: C46H41N4OS3TeZr
Method: DFT, the ωB97M-V functional and the def2-TZVPD basis

Positions of all 97 atoms, in Å:
Zr 1.51 -0.87 -2.16
N -0.04 -2.19 -1.82
S -1.29 -1.84 -1.06
N -1.64 -0.28 -1.18
S -1.92 1.02 -0.43
N -0.74 1.68 0.37
S 0.75 1.84 -0.18
N 1.20 0.88 -1.25
C 1.67 1.68 1.32
C 1.69 2.77 2.19
C 2.33 2.62 3.42
C 2.91 1.40 3.75
C 2.88 0.33 2.87
C 2.25 0.46 1.64
C 0.93 3.49 -0.71
C -0.06 4.43 -0.45
C 0.16 5.74 -0.87
C 1.34 6.07 -1.51
C 2.33 5.12 -1.75
C 2.13 3.81 -1.34
C -3.17 0.88 0.79
C -2.92 1.20 2.12
C -3.96 1.06 3.03
C -5.20 0.61 2.60
C -5.43 0.30 1.27
C -4.41 0.43 0.34
C -2.54 2.10 -1.67
C -3.24 3.23 -1.24
C -3.67 4.13 -2.19
C -3.40 3.90 -3.54
C -2.70 2.77 -3.94
C -2.27 1.85 -3.01
C -2.70 -2.66 -1.69
C -3.86 -2.74 -0.91
C -4.97 -3.36 -1.46
C -4.91 -3.87 -2.75
C -3.75 -3.78 -3.51
C -2.63 -3.17 -2.98
C -1.15 -2.35 0.63
C -1.30 -3.71 0.87
C -1.03 -4.20 2.13
C -0.60 -3.34 3.14
C -0.44 -1.98 2.88
C -0.71 -1.48 1.61
H 1.24 3.71 1.92
H 2.37 3.45 4.10
H 3.41 1.29 4.71
H 3.35 -0.61 3.13
H 2.26 -0.37 0.95
H -0.96 4.16 0.07
H -0.59 6.49 -0.69
H 1.51 7.10 -1.83
H 3.25 5.40 -2.24
H 2.89 3.05 -1.52
H -1.95 1.56 2.43
H -3.80 1.30 4.07
H -6.00 0.51 3.32
H -6.41 -0.04 0.95
H -4.58 0.21 -0.71
H -3.46 3.38 -0.19
H -4.23 5.00 -1.89
H -3.74 4.61 -4.28
H -2.51 2.60 -4.99
H -1.74 0.95 -3.30
H -3.88 -2.36 0.10
H -5.87 -3.46 -0.87
H -5.78 -4.36 -3.17
H -3.72 -4.19 -4.51
H -1.70 -3.10 -3.54
H -1.62 -4.38 0.08
H -1.15 -5.26 2.34
H -0.40 -3.72 4.13
H -0.10 -1.32 3.66
H -0.56 -0.42 1.42
C 2.74 -3.44 0.74
Te 3.47 -2.88 -1.19
C 4.94 -1.72 -0.16
C 4.81 -2.11 1.29
C 5.76 -1.67 2.21
C 5.66 -2.04 3.54
C 4.62 -2.85 3.97
C 3.67 -3.29 3.06
C 3.76 -2.92 1.72
H 2.67 -4.53 0.75
H 1.74 -3.03 0.89
H 4.75 -0.66 -0.33
H 5.91 -1.97 -0.57
H 6.58 -1.05 1.88
H 6.42 -1.71 4.25
H 4.56 -3.16 5.01
H 2.87 -3.94 3.39
C 4.12 -0.33 -4.71
C 2.99 -0.51 -3.78
O 1.80 -0.42 -4.18
H 3.81 0.19 -5.62
H 4.47 -1.34 -4.98
H 4.95 0.17 -4.21

Values from the calculation:
Energy relative to the best compared isomer or geometry (same formula, charge and spin)   0.000 eV
Charge   +3
Gap between HOMO and LUMO   8.06 eV
HOMO energy   -15.842 eV

Entry 2:
Molecular formula: C46H42MnO3P3S
Method: DFT, the ωB97M-V functional and the def2-TZVPD basis

Positions of all 96 atoms, in Å:
Mn -0.06 0.17 -0.11
O 4.04 0.76 0.25
C 2.90 -0.25 0.86
O 1.97 0.27 1.34
C 3.29 -1.59 0.49
C 4.61 -1.99 0.72
C 4.96 -3.32 0.57
C 4.00 -4.24 0.17
C 2.70 -3.83 -0.11
C 2.31 -2.50 0.04
P 0.62 -2.07 -0.54
C 0.60 -2.32 -2.32
C -0.57 -1.93 -2.99
C -0.67 -2.08 -4.36
C 0.39 -2.60 -5.09
C 1.56 -2.97 -4.44
C 1.67 -2.83 -3.06
C -0.37 -3.38 0.22
C -1.26 -4.16 -0.52
C -2.00 -5.15 0.12
C -1.86 -5.36 1.48
C -0.96 -4.59 2.22
C -0.23 -3.60 1.59
H 5.34 -1.27 1.06
H 5.97 -3.64 0.77
H 4.26 -5.28 0.05
H 1.98 -4.56 -0.45
H -1.41 -1.53 -2.43
H -1.59 -1.80 -4.86
H 0.31 -2.72 -6.16
H 2.39 -3.39 -5.00
H 2.59 -3.14 -2.57
H -1.37 -4.02 -1.59
H -2.68 -5.76 -0.46
H -2.43 -6.14 1.97
H -0.83 -4.78 3.28
H 0.49 -3.03 2.17
C -3.00 -1.52 2.73
S -1.42 -0.68 2.82
C -1.88 0.70 3.85
O -1.28 -0.06 1.42
H -3.76 -0.82 2.41
H -3.22 -1.92 3.72
H -2.88 -2.34 2.03
H -2.14 0.31 4.84
H -2.72 1.23 3.41
H -1.00 1.34 3.94
C 1.45 0.94 -3.62
P 0.94 1.33 -1.94
C 2.36 1.98 -0.97
C 2.16 3.07 -0.04
C 3.04 3.52 0.87
C 4.34 2.97 1.20
C 4.82 1.77 0.93
C 3.38 1.11 -0.99
C -0.52 2.35 -1.78
C -1.33 2.75 -2.85
C -2.61 3.22 -2.60
C -3.11 3.28 -1.31
C -2.34 2.86 -0.24
C -1.05 2.39 -0.47
P 2.65 2.21 -4.35
C 1.47 3.55 -4.72
C 0.51 3.48 -5.73
C -0.39 4.52 -5.91
C -0.34 5.63 -5.08
C 0.62 5.72 -4.08
C 1.53 4.68 -3.91
C 2.93 1.46 -5.99
C 3.45 2.30 -6.97
C 3.77 1.81 -8.23
C 3.58 0.47 -8.52
C 3.07 -0.38 -7.55
C 2.75 0.11 -6.29
H 0.54 0.78 -4.22
H 1.94 -0.03 -3.56
H 1.26 3.65 -0.19
H 2.79 4.44 1.39
H 5.03 3.62 1.72
H 5.80 1.38 1.15
H 3.65 0.40 -1.75
H -0.95 2.71 -3.86
H -3.22 3.54 -3.43
H -4.11 3.65 -1.14
H -2.72 2.92 0.77
H -0.42 2.17 0.40
H 0.49 2.62 -6.40
H -1.12 4.47 -6.71
H -1.03 6.45 -5.23
H 0.68 6.60 -3.46
H 2.30 4.76 -3.15
H 3.61 3.36 -6.76
H 4.18 2.48 -8.98
H 3.84 0.09 -9.50
H 2.93 -1.43 -7.77
H 2.35 -0.58 -5.56

Values from the calculation:
Energy relative to the best compared isomer or geometry (same formula, charge and spin)   4.032 eV
Charge   +3
Gap between HOMO and LUMO (spin up / spin down)   5.16 / 5.15 eV
HOMO energy (spin up / spin down)   -14.608 / -14.607 eV
Multiplicity   4

Entry 3:
Molecular formula: C46H43F4N8O3Pb
Method: DFT, the ωB97M-V functional and the def2-TZVPD basis

Positions of all 105 atoms, in Å:
Pb 14.25 12.26 11.08
C 11.18 10.70 8.69
N 11.40 10.80 10.14
C 10.12 11.20 10.74
C 11.82 9.49 10.67
C 13.32 9.14 10.42
N 14.04 10.23 9.78
C 14.73 10.03 8.64
C 14.94 11.11 7.73
F 14.22 12.24 7.92
C 15.76 11.06 6.61
F 15.94 12.16 5.83
C 16.35 9.83 6.23
C 16.10 8.71 7.06
F 16.64 7.51 6.70
C 15.33 8.80 8.22
F 15.12 7.67 8.97
H 10.33 10.02 8.43
H 12.11 10.29 8.25
H 10.93 11.69 8.29
H 10.24 11.38 11.82
H 9.33 10.44 10.62
H 9.77 12.13 10.28
H 11.18 8.70 10.23
H 11.60 9.46 11.75
H 13.34 8.23 9.81
H 13.78 8.87 11.38
H 16.99 9.76 5.34
O 15.25 13.77 14.57
C 15.18 15.04 15.13
C 14.81 16.09 14.11
C 14.58 17.43 14.45
C 14.19 18.34 13.46
C 14.03 17.87 12.17
C 14.31 16.54 11.91
N 14.68 15.67 12.86
H 14.76 13.85 13.73
H 16.16 15.30 15.57
H 14.46 15.05 15.96
H 14.72 17.78 15.47
H 14.02 19.38 13.72
H 13.65 18.52 11.36
H 14.20 16.12 10.91
N 14.89 15.74 8.04
C 13.59 15.30 8.16
C 12.70 15.50 7.07
C 11.37 15.17 7.24
C 10.95 14.61 8.44
C 11.90 14.45 9.43
N 13.18 14.75 9.29
C 16.01 15.29 8.67
C 17.12 16.16 8.80
C 18.30 15.70 9.36
C 18.35 14.37 9.78
C 17.24 13.57 9.53
N 16.07 14.03 9.11
H 14.97 16.59 7.48
H 13.07 15.92 6.14
H 10.65 15.37 6.44
H 9.91 14.31 8.58
H 11.58 14.07 10.41
H 17.03 17.20 8.45
H 19.17 16.34 9.42
H 19.21 13.96 10.31
H 17.27 12.49 9.73
O 13.05 11.17 12.88
N 12.04 11.60 13.53
N 11.86 12.90 13.42
O 12.71 13.62 12.75
C 10.71 13.42 13.98
C 9.96 12.62 14.88
C 8.78 13.11 15.40
C 8.32 14.37 15.00
C 9.03 15.14 14.09
C 10.25 14.69 13.61
H 10.30 11.60 15.14
H 8.20 12.49 16.09
H 7.36 14.74 15.39
H 8.62 16.10 13.76
H 10.85 15.34 12.94
C 21.16 11.55 14.04
C 20.59 10.68 13.12
C 19.37 11.00 12.53
C 18.65 12.13 12.95
C 19.23 12.97 13.89
C 20.46 12.69 14.42
C 17.27 12.44 12.51
C 16.33 11.54 12.10
C 16.40 10.12 12.50
C 16.58 9.08 11.57
C 16.83 7.78 11.97
C 16.83 7.45 13.32
C 16.63 8.45 14.26
C 16.41 9.75 13.85
H 22.14 11.34 14.50
H 21.12 9.78 12.82
H 18.94 10.33 11.78
H 18.66 13.84 14.24
H 20.92 13.39 15.13
H 17.05 13.52 12.50
H 16.57 9.29 10.51
H 17.04 7.01 11.22
H 17.02 6.43 13.63
H 16.67 8.20 15.32
H 16.32 10.54 14.61

Values from the calculation:
Energy relative to the best compared isomer or geometry (same formula, charge and spin)   0.000 eV
Charge   -1
Gap between HOMO and LUMO   6.16 eV
HOMO energy   -3.877 eV

Question: Which value of charge does entry 2 give?
Answer: +3